(1)
83
Properties=species:S:1:pos:R:3:forces:R:3 method="wB97M-V/def2-TZVPD" homo_lumo_gap_ev="4.684 / 4.659" total_charge=+2 homo_energy_ev="-11.94 / -11.96"
Ir -0.86546 -0.40573 0.23323 0.025 1.081 -2.489
C -4.52075 2.72562 1.81762 -0.541 -0.304 0.412
N -3.26214 2.82438 1.10787 0.402 -0.507 -0.064
C -2.92362 3.91095 0.38207 0.644 0.292 -0.440
C -1.75919 3.97305 -0.31208 -0.174 -0.111 0.049
C -0.89065 2.84168 -0.27496 0.114 0.360 -0.187
N -1.25016 1.78835 0.45979 0.395 -1.124 0.705
C -2.43802 1.72331 1.09653 0.033 0.969 -0.215
O -2.76095 0.66278 1.64045 0.155 -1.233 -0.335
N 0.26054 2.78585 -0.92541 -0.138 -0.105 0.068
H -5.05332 3.67359 1.76773 0.120 -0.068 -0.038
H -4.32664 2.46585 2.85897 -0.070 0.090 -0.067
H -5.12765 1.93298 1.37769 -0.019 0.114 0.026
H -3.63693 4.72114 0.37354 -0.021 0.049 0.049
H -1.51308 4.83560 -0.90735 0.020 0.091 0.002
H 0.51093 3.51172 -1.57716 0.046 -0.075 0.045
H 0.75508 1.89943 -0.93764 0.114 0.055 -0.118
O -1.57209 0.42205 -1.93152 0.802 0.676 2.428
C -1.67393 -0.74965 -2.35629 -0.275 -0.525 -1.815
O -1.51184 -1.72494 -1.58393 0.739 -0.819 1.802
C -1.97898 -0.95281 -3.80801 0.588 -0.405 0.351
C -1.14815 -1.75506 -4.60067 -0.282 0.233 0.799
C -1.33493 -1.86568 -5.97100 -0.408 0.210 -0.488
C -2.39112 -1.16238 -6.51986 -0.207 0.489 1.347
O -2.79348 -1.07351 -7.79603 0.533 -0.528 -0.149
C -3.89492 -0.19775 -7.81681 -0.875 0.498 -1.404
O -4.15931 0.22541 -6.49909 -0.407 0.334 0.418
C -3.23720 -0.35962 -5.71439 1.087 -0.786 0.120
C -3.04549 -0.24171 -4.35550 -0.343 0.218 -0.758
H -0.34125 -2.28686 -4.12047 0.108 -0.064 -0.017
H -0.68238 -2.46067 -6.58727 0.067 -0.100 -0.063
H -4.77586 -0.71020 -8.23053 0.227 0.009 0.211
H -3.65851 0.66659 -8.45646 0.012 -0.143 0.283
H -3.69011 0.36891 -3.74638 -0.078 0.152 0.050
O 1.25938 -0.19987 -0.58035 -3.696 0.027 -0.116
As 2.45341 -0.86397 0.37990 2.190 -0.710 1.207
C 2.21668 -2.70858 0.90278 -0.030 0.377 -0.039
C 1.27381 -3.55460 0.34540 -0.105 0.227 -0.131
C 1.25478 -4.88484 0.73710 0.000 0.022 -0.102
C 2.17141 -5.34859 1.66901 0.006 -0.057 0.046
C 3.13639 -4.50432 2.19932 0.008 0.054 -0.004
C 3.16029 -3.17824 1.80944 0.056 0.322 -0.025
C 4.05783 -1.00309 -0.73053 -0.586 0.152 0.359
C 5.25818 -0.35577 -0.47872 -0.120 0.167 0.226
C 6.35712 -0.63557 -1.27929 -0.049 0.060 0.046
C 6.25120 -1.55736 -2.30771 0.037 -0.001 0.016
C 5.05246 -2.21244 -2.54781 -0.135 0.030 -0.010
C 3.94967 -1.93351 -1.76015 -0.297 -0.023 0.027
C 2.61197 0.20409 2.00654 -0.135 -0.423 -0.609
C 3.21806 1.45339 2.00694 0.129 0.073 -0.297
C 3.22977 2.20379 3.17271 0.016 0.011 -0.142
C 2.62090 1.71797 4.31783 0.038 -0.044 0.017
C 2.00174 0.47908 4.31063 -0.012 -0.006 -0.022
C 1.99590 -0.28004 3.15318 -0.112 -0.292 -0.028
H 0.55765 -3.15896 -0.36888 0.001 -0.184 -0.025
H 0.53576 -5.56525 0.30218 -0.038 -0.025 -0.011
H 2.13996 -6.37872 1.98626 0.014 -0.157 -0.031
H 3.87201 -4.87260 2.90001 -0.022 -0.042 0.037
H 3.90647 -2.49099 2.19757 0.043 -0.165 0.091
H 5.34130 0.35020 0.33981 0.073 -0.036 -0.052
H 7.29481 -0.13321 -1.09588 0.061 0.024 0.026
H 7.11028 -1.77372 -2.92330 0.090 -0.020 -0.050
H 4.97766 -2.93842 -3.34378 -0.007 -0.029 -0.045
H 2.99836 -2.43559 -1.92683 0.208 -0.030 -0.085
H 3.67925 1.83716 1.10176 -0.002 0.038 0.111
H 3.71666 3.16576 3.19140 0.055 0.106 -0.038
H 2.64330 2.30399 5.22085 -0.014 0.098 0.159
H 1.53321 0.10021 5.20612 -0.035 -0.029 0.080
H 1.51459 -1.25079 3.13561 0.003 0.014 0.048
C -1.62797 -4.32576 2.79403 0.043 0.732 -0.155
P -1.90343 -2.56159 2.43552 -1.444 -0.838 0.902
C -2.25385 -1.71652 4.00496 0.061 -0.303 -0.623
C -3.34792 -2.44827 1.33936 0.604 0.102 0.340
O -0.66541 -1.96168 1.79658 1.079 1.943 -1.751
H -2.49662 -4.74039 3.30098 -0.090 0.023 0.026
H -0.75417 -4.43015 3.43381 0.071 -0.003 0.030
H -1.45472 -4.86337 1.86426 -0.013 0.009 -0.039
H -3.04218 -2.22795 4.54673 -0.137 -0.081 0.094
H -2.55444 -0.69480 3.79478 -0.043 0.116 -0.060
H -1.34851 -1.70392 4.60642 0.097 -0.071 0.042
H -4.17248 -3.02246 1.74970 -0.124 -0.085 0.031
H -3.07481 -2.82713 0.35378 -0.009 -0.103 -0.001
H -3.63424 -1.40201 1.25373 -0.123 0.002 0.013

---

(2)
37
Properties=species:S:1:pos:R:3:forces:R:3 method="wB97M-V/def2-TZVPD" homo_lumo_gap_ev=6.475 total_charge=-2 homo_energy_ev=-3.09
Zn 0.27440 0.95287 0.66813 0.416 -0.454 0.287
Cl -7.00033 0.07589 0.67658 0.001 0.015 0.020
C -5.25458 -0.02199 0.57326 0.001 0.027 0.024
C -4.67294 -0.89361 -0.36234 0.068 -0.031 -0.045
C -3.31463 -0.99042 -0.46928 -0.053 -0.001 0.023
C -2.43590 -0.21948 0.35575 0.095 -0.152 -0.066
O -1.17481 -0.36137 0.22737 0.193 0.341 -0.032
C -3.05887 0.64839 1.29664 -0.043 0.178 0.121
C -2.30928 1.45850 2.21913 -0.074 -0.081 0.034
O -1.09163 1.53843 2.33341 0.174 0.183 -0.302
C -4.46152 0.73261 1.38582 -0.108 -0.051 -0.058
H -5.31411 -1.48781 -1.00089 -0.008 -0.002 -0.005
H -2.85585 -1.65612 -1.18755 0.016 -0.014 -0.004
H -2.94037 2.05244 2.90889 0.068 0.003 0.028
H -4.90698 1.40375 2.11119 0.016 0.006 0.009
O 2.77724 -4.65791 -2.51416 -0.017 0.107 -0.163
C 3.34118 -4.09047 -1.55658 -0.053 -0.206 0.198
O 4.25763 -4.49774 -0.81921 0.050 0.057 0.018
C 2.78926 -2.68907 -1.20926 0.030 0.136 0.042
C 2.11718 -1.93491 -2.16405 -0.012 -0.053 -0.045
C 1.61751 -0.69247 -1.82855 -0.002 0.004 -0.069
N 1.73681 -0.18302 -0.60157 -0.396 0.106 0.189
C 2.38309 -0.89651 0.33229 0.066 -0.110 -0.026
C 2.93241 -2.13628 0.06100 0.068 -0.046 -0.091
C 2.45534 -0.27027 1.72623 0.087 -0.187 -0.096
O 2.96614 -0.90657 2.63339 0.091 0.171 -0.029
O 1.93270 0.90760 1.80236 -0.786 -0.039 0.131
H 1.98344 -2.35096 -3.15315 0.000 0.024 -0.014
H 1.11174 -0.06399 -2.55329 -0.036 -0.030 -0.003
H 3.46664 -2.67343 0.83027 -0.010 0.002 0.017
O -0.24607 3.76765 0.23219 -0.195 -0.099 -0.083
O 0.41048 2.65525 -0.38940 0.431 -0.195 0.186
Se 2.07989 3.10675 -3.23208 -0.033 0.030 -0.213
Sb 2.61749 2.90350 -0.94259 -0.251 0.018 -0.415
Se 2.39874 5.16197 0.23073 0.012 0.518 0.187
Se 4.65452 1.95259 -0.24099 0.049 -0.133 0.210
Se 0.73406 4.35623 1.62030 0.148 -0.044 0.038

---

(3)
24
Properties=species:S:1:pos:R:3:forces:R:3 method="wB97M-V/def2-TZVPD" homo_lumo_gap_ev=9.038 total_charge=0 homo_energy_ev=-8.24
C 1.59221 -3.14673 -1.45873 0.030 -0.048 -1.185
C 1.35044 -2.17887 -0.31021 0.177 -2.120 -1.257
C 1.46446 -0.82735 -0.55385 -1.501 1.456 0.753
C 0.86294 0.04544 0.35909 0.054 -1.191 0.814
C 0.24401 -0.47771 1.51777 1.312 0.970 -0.744
O -0.09112 0.40138 2.49468 -0.668 -1.039 1.809
C 0.24988 -1.84252 1.79681 0.428 0.457 -0.128
C 0.86965 -2.68962 0.88460 -1.092 0.779 0.357
H 1.00083 -2.89002 -2.35249 0.268 0.786 0.198
H 1.23248 -4.18243 -1.42477 0.420 0.062 1.215
H 2.63521 -3.13832 -1.77735 0.046 -0.176 -0.026
H 1.81466 -0.37075 -1.47158 0.285 -0.522 -0.130
H 0.89569 1.12193 0.29832 0.154 0.054 -0.335
H -0.36197 1.28770 2.29497 0.001 0.370 -0.991
H -0.15680 -2.24419 2.71334 -0.075 0.218 0.108
H 0.80522 -3.74395 1.11319 0.249 -0.152 -0.424
C -1.25524 2.59190 -0.38941 -0.742 -0.166 0.571
C -2.31714 3.65491 -0.65067 0.215 -0.178 -0.675
H -1.22131 2.46322 0.69829 0.358 -0.149 -0.108
H -1.57527 1.63503 -0.80827 0.131 0.030 0.005
H -0.26550 2.81362 -0.77061 0.092 0.244 -0.038
H -3.28074 3.29881 -0.28701 -0.015 0.154 0.086
H -2.41752 3.80856 -1.72857 -0.084 0.165 0.086
H -2.07506 4.60994 -0.18754 -0.043 -0.003 0.040

---

Computed energy relative to the best compared isomer or geometry (same formula, charge and spin) (kcal/mol) in order:
93.0 0.0 18.9
Computed energy (eV) in order:
-127597.3265 -361368.0493 -11606.8191